Entry 1:
C3H3NO2 | the ωB97M-V functional and the def2-TZVPD basis

Geometry as ORCA input:
```
! RIJCOSX wB97M-V def2-TZVPD def2/J DEFGRID3
* xyz 0 1
C 0.19 0.16 -0.15
C 0.04 -0.85 -1.18
O -0.56 -0.86 -2.18
N 0.41 -2.44 -0.61
C 0.25 -3.52 -1.14
O 0.06 -4.59 -1.56
H -0.33 0.98 -0.58
H 1.18 0.46 0.22
H -0.26 -0.29 0.71
*
```

For the calculated total energy, the calculation gives -321.328509 hartree. Its SMILES is CC(=O)N=C=O. For the energy above the lowest of the compared OMol25 structures with the same formula, charge and spin, the calculation gives 129.01 kJ/mol. The max |F| comes out at 0.0948 hartree/bohr.

=====

Entry 2:
C35H43AsN6O2Si2Ti | the ωB97M-V functional and the def2-TZVPD basis

Geometry as ORCA input:
```
! RIJCOSX wB97M-V def2-TZVPD def2/J DEFGRID3
* xyz -2 1
Ti -0.13 -0.09 -0.18
C -3.53 -4.34 0.22
C -2.21 -4.37 -0.20
C -1.31 -3.38 0.19
C -1.72 -2.32 1.00
C -3.06 -2.29 1.40
C -3.95 -3.28 1.02
N -0.80 -1.32 1.34
C -0.94 -0.68 2.58
C -1.32 -1.28 3.77
C -1.43 -0.53 4.94
C -1.16 0.83 4.92
C -0.77 1.45 3.74
C -0.62 0.70 2.57
N -0.23 1.17 1.35
N -0.36 2.53 1.13
C -0.12 2.82 -0.11
C -0.35 4.16 -0.59
C -0.14 4.46 -1.89
C 0.36 3.45 -2.78
C 0.55 2.20 -2.28
N 0.33 1.84 -1.00
H -4.22 -5.12 -0.07
H -1.85 -5.18 -0.83
H -0.28 -3.44 -0.13
H -3.41 -1.45 2.00
H -4.98 -3.22 1.34
H -1.55 -2.34 3.77
H -1.73 -1.02 5.87
H -1.26 1.42 5.82
H -0.57 2.51 3.69
H -0.72 4.88 0.12
H -0.33 5.46 -2.26
H 0.55 3.65 -3.83
H 0.91 1.41 -2.93
C -3.79 1.77 -1.25
C -2.62 0.86 -1.52
O -2.00 0.46 -0.48
C -2.29 0.49 -2.81
C -1.25 -0.44 -3.10
C -1.10 -0.95 -4.50
N -0.44 -0.86 -2.16
N 0.42 -1.92 -2.54
C 1.23 -2.12 -1.55
O 1.30 -1.37 -0.50
C 2.14 -3.31 -1.58
C 2.18 -4.17 -2.67
C 3.01 -5.28 -2.65
C 3.79 -5.54 -1.53
C 3.75 -4.69 -0.44
C 2.93 -3.57 -0.46
H -4.64 1.17 -0.90
H -4.09 2.32 -2.14
H -3.51 2.46 -0.45
H -2.89 0.86 -3.63
H -1.83 -0.48 -5.16
H -1.23 -2.03 -4.52
H -0.09 -0.74 -4.86
H 1.56 -3.95 -3.53
H 3.03 -5.95 -3.50
H 4.44 -6.41 -1.51
H 4.37 -4.88 0.43
H 2.87 -2.88 0.37
C 5.43 3.11 2.08
Si 3.64 2.96 1.44
C 2.62 3.52 2.92
C 3.48 4.37 0.19
As 3.03 0.81 0.93
Si 4.48 0.53 -0.85
C 5.91 -0.62 -0.35
C 3.84 -0.29 -2.44
C 5.41 2.02 -1.58
H 5.63 4.11 2.49
H 6.17 2.91 1.29
H 5.60 2.36 2.86
H 3.00 4.46 3.33
H 2.63 2.76 3.71
H 1.57 3.65 2.62
H 3.80 5.31 0.65
H 2.44 4.47 -0.13
H 4.07 4.20 -0.71
H 5.51 -1.60 -0.05
H 6.43 -0.21 0.52
H 6.63 -0.78 -1.16
H 3.81 -1.38 -2.35
H 4.51 -0.04 -3.27
H 2.83 0.03 -2.71
H 5.88 2.66 -0.83
H 4.72 2.65 -2.16
H 6.18 1.65 -2.26
*
```

For the calculated total energy, the calculation gives -5502.985667 hartree. For the energy above the lowest of the compared OMol25 structures with the same formula, charge and spin, the calculation gives 122.71 kJ/mol. The max |F| comes out at 0.0211 hartree/bohr.

=====

Entry 3:
C4H10NO | the ωB97M-V functional and the def2-TZVPD basis

Geometry as ORCA input:
```
! RIJCOSX wB97M-V def2-TZVPD def2/J DEFGRID3
* xyz -1 1
C 1.54 -1.74 -0.61
N 0.29 -1.25 -1.15
C 0.17 0.21 -1.21
C 0.17 0.95 0.11
C -1.22 0.85 0.83
O -1.22 1.18 2.11
H 1.54 -2.83 -0.60
H 1.74 -1.41 0.42
H 2.37 -1.44 -1.25
H -0.51 -1.60 -0.63
H -0.76 0.41 -1.77
H 0.94 0.56 -1.93
H 0.90 0.50 0.78
H 0.42 2.00 -0.05
H -1.90 1.44 0.13
H -1.57 -0.21 0.58
*
```

For the calculated total energy, the calculation gives -288.367120 hartree. Its SMILES is CNCCC[O-]. For the energy above the lowest of the compared OMol25 structures with the same formula, charge and spin, the calculation gives 64.38 kJ/mol. The max |F| comes out at 0.0187 hartree/bohr.

=====

Number 1: E_HOMO -10.3 eV. Number 2: E_HOMO -0.1 eV. Number 3: E_HOMO -2.3 eV.